C3H15NO4 | the ωB97M-V functional and the def2-TZVPD basis

Structure (XYZ):
```
23
Properties=species:S:1:pos:R:3:nbo_charge:R:1
C -1.413 1.700 -1.114 -0.6191
C -0.303 1.917 -0.048 -0.0648
N 1.028 1.505 -0.396 -0.8712
C -0.799 1.085 1.197 -0.0689
O 0.214 0.741 2.124 -0.7472
H -1.099 2.094 -2.080 0.2179
H -1.586 0.630 -1.234 0.1870
H -2.345 2.160 -0.791 0.2105
H -0.340 2.976 0.211 0.1809
H 1.527 2.081 -1.057 0.3744
H 1.032 0.535 -0.698 0.3826
H -1.530 1.793 1.589 0.1738
H -1.162 0.108 0.882 0.1720
H 0.958 1.329 2.080 0.4902
O 1.346 -1.599 -1.756 -0.9744
H 1.579 -1.788 -0.851 0.4862
H 0.793 -2.343 -2.038 0.4856
O 0.955 -1.720 1.099 -0.9937
H 1.044 -2.273 1.891 0.4790
H 0.923 -0.860 1.531 0.5028
O -1.260 -2.508 -0.862 -0.9495
H -1.386 -1.560 -0.966 0.4604
H -0.615 -2.478 -0.122 0.4855
```

energy above the lowest of the compared OMol25 structures with the same formula, charge and spin	14.2	kcal/mol
gap between HOMO and LUMO	10.0	eV
total charge	0

C14H15O4S4Tb | the ωB97M-V functional and the def2-TZVPD basis

Structure (XYZ):
```
38
Properties=species:S:1:pos:R:3:lowdin_spin:R:1
Tb 0.315 0.294 0.318 6.0847
C -0.072 -1.133 3.887 0.0003
C 0.793 -1.438 2.699 0.0013
C 0.314 -2.278 1.677 0.0005
C 1.099 -2.555 0.554 -0.0027
C 2.375 -1.998 0.436 0.0003
C 2.870 -1.189 1.459 0.0004
C 2.085 -0.911 2.578 0.0024
H 0.511 -0.733 4.712 0.0000
H -0.597 -2.023 4.228 0.0000
H -0.821 -0.390 3.600 0.0002
H -0.658 -2.752 1.786 -0.0001
H 0.739 -3.245 -0.201 0.0001
H 2.995 -2.247 -0.415 0.0000
H 3.878 -0.801 1.405 0.0000
H 2.494 -0.308 3.380 0.0000
O -4.580 0.061 -4.620 -0.0006
C -3.734 -0.040 -3.782 -0.0004
S -1.995 -0.036 -4.114 -0.0013
C -1.432 -0.172 -2.447 -0.0074
C -2.390 -0.243 -1.494 -0.0058
S -2.207 -0.389 0.239 -0.0258
S -4.063 -0.201 -2.052 -0.0009
S 0.305 -0.235 -2.253 -0.0558
C 0.481 4.663 0.438 0.0002
C 0.812 3.323 -0.204 0.0005
C 1.765 3.411 -1.395 -0.0002
O -0.411 2.648 -0.607 0.0039
C 1.310 2.248 0.789 0.0062
O 2.179 1.438 0.385 -0.0049
O 0.562 1.951 1.753 0.0047
H 0.004 5.319 -0.292 0.0001
H 1.389 5.134 0.806 0.0000
H -0.201 4.502 1.272 0.0000
H 1.439 4.175 -2.098 0.0000
H 1.799 2.438 -1.899 -0.0002
H 2.772 3.640 -1.054 0.0000
H -0.871 3.225 -1.240 0.0001
```

expectation value of S²	12.613
energy above the lowest of the compared OMol25 structures with the same formula, charge and spin	88.6	kcal/mol
gap between HOMO and LUMO (spin up / spin down)	6.1 / 6.9	eV
total charge	0
spin multiplicity	7

C62H49FGeNP3S2W | the ωB97M-V functional and the def2-TZVPD basis

Structure (XYZ):
```
120
Properties=species:S:1:pos:R:3:lowdin_charge:R:1
W 0.387 0.020 0.201 0.7996
F 3.028 1.592 3.553 -0.2654
Ge 2.674 0.538 2.132 0.8648
C 3.074 2.085 0.857 -0.2273
C 4.308 2.561 1.308 -0.0927
C 4.958 3.610 0.679 -0.0272
C 4.405 4.224 -0.433 -0.0368
C 3.179 3.784 -0.891 -0.0495
C 2.517 2.732 -0.244 -0.3778
P 0.866 2.354 -0.798 1.0294
C -0.263 3.507 -0.011 -0.2942
C -1.394 3.983 -0.558 -0.0826
C -2.456 4.644 0.189 -0.0563
C -2.616 4.705 1.520 -0.0026
C -1.715 4.161 2.585 -0.1603
C 0.002 3.495 1.461 -0.2157
C 0.941 2.482 -2.596 -0.3584
C 0.558 3.674 -3.214 -0.0863
C 0.832 3.886 -4.559 -0.0490
C 1.501 2.921 -5.291 -0.0536
C 1.895 1.737 -4.679 -0.0578
C 1.629 1.526 -3.339 -0.0964
C 1.800 -0.800 3.367 -0.2845
C 2.689 -1.543 4.129 -0.0700
C 2.206 -2.415 5.096 -0.0351
C 0.845 -2.537 5.335 -0.0422
C -0.049 -1.778 4.600 -0.0477
C 0.444 -0.926 3.610 -0.3945
P -0.605 0.110 2.609 0.9547
C -0.566 1.817 3.160 -0.3166
C 0.262 2.183 4.157 -0.0599
C 0.665 3.550 4.441 -0.0503
C 0.483 4.625 3.663 -0.0023
C -0.274 4.713 2.373 -0.1546
C -1.172 2.769 2.189 -0.2544
C -2.302 -0.496 2.799 -0.4147
C -2.622 -1.806 2.444 -0.1151
C -3.922 -2.263 2.569 -0.0505
C -4.913 -1.415 3.050 -0.0475
C -4.598 -0.120 3.427 -0.0477
C -3.295 0.339 3.307 -0.0685
C 4.269 -0.504 1.748 -0.3084
C 5.518 -0.350 2.348 -0.0860
C 6.572 -1.168 1.980 -0.0383
C 6.399 -2.141 1.000 -0.0413
C 5.162 -2.311 0.407 -0.0808
C 4.089 -1.499 0.801 -0.3793
P 2.441 -1.755 0.092 1.0245
C 2.918 -2.241 -1.596 -0.3924
C 2.607 -3.501 -2.110 -0.0786
C 3.026 -3.856 -3.384 -0.0478
C 3.758 -2.959 -4.148 -0.0515
C 4.083 -1.712 -3.632 -0.0616
C 3.670 -1.355 -2.360 -0.1146
C 1.770 -3.223 0.946 -0.3411
C 2.649 -4.125 1.552 -0.0630
C 2.168 -5.236 2.226 -0.0465
C 0.802 -5.454 2.333 -0.0470
C -0.080 -4.553 1.760 -0.0612
C 0.400 -3.450 1.066 -0.1158
H 4.779 2.131 2.182 0.0846
H 5.909 3.950 1.066 0.1232
H 4.921 5.036 -0.925 0.1212
H 2.727 4.249 -1.754 0.1085
H -1.591 3.842 -1.617 0.0962
H -3.209 5.124 -0.424 0.1129
H -3.478 5.258 1.877 0.1224
H -2.132 4.291 3.580 0.1550
H 0.977 3.057 1.678 0.1019
H 0.073 4.459 -2.647 0.1009
H 0.524 4.812 -5.026 0.1192
H 1.722 3.088 -6.337 0.1187
H 2.427 0.981 -5.241 0.1135
H 1.997 0.617 -2.884 0.0677
H 3.758 -1.476 3.977 0.1050
H 2.906 -3.006 5.673 0.1200
H 0.485 -3.214 6.097 0.1186
H -1.113 -1.851 4.781 0.1139
H 0.742 1.426 4.765 0.1104
H 1.229 3.682 5.355 0.1169
H 0.884 5.564 4.028 0.1219
H -0.196 5.704 1.932 0.1560
H -1.852 2.268 1.519 0.0600
H -1.855 -2.476 2.079 0.0729
H -4.167 -3.280 2.294 0.1151
H -5.930 -1.772 3.145 0.1173
H -5.364 0.534 3.821 0.1167
H -3.052 1.347 3.621 0.1086
H 5.670 0.395 3.121 0.1157
H 7.538 -1.050 2.453 0.1185
H 7.232 -2.763 0.703 0.1182
H 5.035 -3.064 -0.360 0.1174
H 2.047 -4.215 -1.517 0.1123
H 2.788 -4.837 -3.771 0.1167
H 4.091 -3.237 -5.139 0.1160
H 4.680 -1.022 -4.214 0.1149
H 3.970 -0.392 -1.957 0.1148
H 3.717 -3.964 1.519 0.1006
H 2.866 -5.929 2.674 0.1182
H 0.432 -6.321 2.863 0.1180
H -1.149 -4.705 1.843 0.1108
H -0.323 -2.786 0.609 0.0657
S -1.863 0.398 -0.035 0.6899
C -2.317 0.847 -1.675 -0.9708
N -1.622 0.726 -2.752 0.0497
C -2.314 1.257 -3.829 -0.3010
C -1.827 1.301 -5.138 -0.0103
C -2.617 1.868 -6.112 -0.0588
C -3.880 2.389 -5.798 -0.0627
C -4.376 2.356 -4.514 -0.0728
C -3.580 1.785 -3.523 -0.4537
S -3.896 1.578 -1.829 1.0683
H -0.853 0.891 -5.352 0.1082
H -2.272 1.913 -7.136 0.1125
H -4.480 2.820 -6.588 0.1153
H -5.355 2.756 -4.290 0.1163
C 0.027 -1.312 -1.381 -0.2828
H -0.991 -1.345 -1.734 0.0017
H 0.488 -2.289 -1.470 0.0011
H 0.602 -0.583 -1.996 0.0212
```

gap between HOMO and LUMO (spin up / spin down)	5.9 / 6.1	eV
total charge	+2

C18H16IN6O3RhS | the ωB97M-V functional and the def2-TZVPD basis

Structure (XYZ):
```
46
Properties=species:S:1:pos:R:3:nbo_charge:R:1
Rh 1.219 -0.398 -0.154 1.0648
N 0.295 1.832 3.223 -0.2966
C -0.158 1.455 2.036 0.2506
N 0.859 0.928 1.367 -0.4608
C 1.909 0.995 2.249 0.2811
N 1.603 1.551 3.385 -0.1744
C 3.183 0.443 1.812 0.1241
C 4.383 0.486 2.502 0.0610
N 5.509 0.040 1.963 -0.2828
C 5.431 -0.428 0.722 0.0317
C 4.237 -0.522 0.024 0.0229
N 3.095 -0.105 0.585 -0.3644
H -0.218 2.280 3.971 0.4571
H -1.176 1.563 1.702 0.2597
H 4.423 0.898 3.503 0.2501
H 6.353 -0.754 0.256 0.2415
H 4.204 -0.921 -0.975 0.2275
C -6.428 0.919 1.334 -0.6480
C -5.112 0.295 0.975 0.0702
C -4.032 1.082 0.558 -0.2246
C -2.825 0.509 0.216 -0.1368
C -2.685 -0.877 0.293 -0.4563
C -3.753 -1.685 0.672 -0.1173
C -4.952 -1.088 1.020 -0.2012
S -1.196 -1.644 -0.103 2.3765
O -1.412 -3.013 -0.398 -0.8607
O -0.496 -0.817 -1.170 -0.9159
O -0.153 -1.401 1.014 -0.8923
H -6.336 1.994 1.479 0.2295
H -6.827 0.475 2.245 0.2432
H -7.160 0.750 0.542 0.2521
H -4.161 2.154 0.474 0.2318
H -2.018 1.122 -0.167 0.2089
H -3.639 -2.760 0.698 0.2570
H -5.785 -1.711 1.323 0.2430
I 1.997 -2.864 -1.223 0.5035
C 2.141 -1.330 -2.639 0.0757
C 2.337 -1.510 -3.988 -0.2454
C 2.345 -0.371 -4.786 -0.0886
C 2.154 0.876 -4.210 -0.2159
C 1.963 0.966 -2.845 0.0763
N 1.972 -0.132 -2.074 -0.4909
H 2.465 -2.499 -4.405 0.2683
H 2.492 -0.464 -5.854 0.2634
H 2.149 1.775 -4.809 0.2654
H 1.805 1.910 -2.344 0.2360
```

energy above the lowest of the compared OMol25 structures with the same formula, charge and spin	25.0	kcal/mol
gap between HOMO and LUMO	6.7	eV
total charge	+2

C2NO2S | the ωB97M-V functional and the def2-TZVPD basis

Structure (XYZ):
```
6
Properties=species:S:1:pos:R:3:nbo_charge:R:1
C -0.366 -0.693 0.308 0.4292
C 0.093 0.608 0.973 0.3640
N -0.018 -0.560 -0.910 -0.6418
O -0.933 -1.613 0.864 -0.6905
O 0.623 1.535 0.451 -0.4777
S 0.601 0.724 -1.686 0.0167
```

energy above the lowest of the compared OMol25 structures with the same formula, charge and spin	60.4	kcal/mol
gap between HOMO and LUMO (spin up / spin down)	6.9 / 6.9	eV
total charge	-1

C14H29N6O | the ωB97M-V functional and the def2-TZVPD basis

Structure (XYZ):
```
50
Properties=species:S:1:pos:R:3:nbo_charge:R:1
C -4.153 -2.369 -2.733 -0.6024
C -2.695 -2.703 -2.440 -0.3888
C -1.981 -1.540 -1.749 -0.4060
C -0.522 -1.889 -1.457 -0.4021
C 0.295 -0.736 -0.858 -0.0759
C 1.714 -1.166 -0.751 0.3057
N 2.130 -2.251 -0.133 -0.3072
N 3.439 -2.304 -0.306 -0.0350
N 3.849 -1.327 -0.992 -0.0407
N 2.799 -0.568 -1.307 -0.1757
C 2.945 0.670 -2.018 -0.2402
C 3.221 1.816 -1.042 -0.0696
O 2.128 1.939 -0.150 -0.5821
C 2.304 3.002 0.773 -0.2627
N -0.284 -0.336 0.480 -0.3450
C -0.942 0.991 0.402 -0.2401
C -1.619 1.333 1.724 -0.2329
N -0.623 1.355 2.773 -0.4385
C -1.134 1.876 4.025 -0.4125
C -0.043 0.035 2.907 -0.2428
C 0.674 -0.338 1.616 -0.2560
H -4.226 -1.500 -3.382 0.2059
H -4.636 -3.206 -3.229 0.2275
H -4.695 -2.161 -1.813 0.2031
H -2.644 -3.588 -1.803 0.2049
H -2.182 -2.936 -3.374 0.2066
H -2.524 -1.307 -0.828 0.1802
H -2.027 -0.663 -2.399 0.2042
H -0.044 -2.184 -2.394 0.2421
H -0.457 -2.751 -0.788 0.2316
H 0.242 0.145 -1.503 0.2392
H 3.797 0.564 -2.692 0.2579
H 2.041 0.869 -2.596 0.2174
H 3.358 2.746 -1.609 0.1942
H 4.142 1.608 -0.480 0.1940
H 3.226 2.868 1.346 0.1861
H 1.450 2.983 1.448 0.2034
H 2.344 3.963 0.253 0.1870
H -1.006 -1.032 0.707 0.4349
H -1.676 0.981 -0.405 0.2334
H -0.163 1.724 0.186 0.2506
H -2.069 2.323 1.640 0.2375
H -2.431 0.609 1.931 0.1721
H -1.503 2.886 3.863 0.2134
H -1.946 1.263 4.439 0.1796
H -0.322 1.916 4.747 0.2155
H 0.689 0.051 3.716 0.2410
H -0.802 -0.732 3.153 0.1734
H 1.120 -1.331 1.706 0.2636
H 1.446 0.400 1.395 0.2500
```

energy above the lowest of the compared OMol25 structures with the same formula, charge and spin	0.0	kcal/mol
gap between HOMO and LUMO	10.2	eV
total charge	+1

Please write out number 5 again, unchanged.
C2NO2S | the ωB97M-V functional and the def2-TZVPD basis

Structure (XYZ):
```
6
Properties=species:S:1:pos:R:3:nbo_charge:R:1
C -0.366 -0.693 0.308 0.4292
C 0.093 0.608 0.973 0.3640
N -0.018 -0.560 -0.910 -0.6418
O -0.933 -1.613 0.864 -0.6905
O 0.623 1.535 0.451 -0.4777
S 0.601 0.724 -1.686 0.0167
```

energy above the lowest of the compared OMol25 structures with the same formula, charge and spin	60.4	kcal/mol
gap between HOMO and LUMO (spin up / spin down)	6.9 / 6.9	eV
total charge	-1

What did the first record say?
C3H15NO4 | the ωB97M-V functional and the def2-TZVPD basis

Structure (XYZ):
```
23
Properties=species:S:1:pos:R:3:nbo_charge:R:1
C -1.413 1.700 -1.114 -0.6191
C -0.303 1.917 -0.048 -0.0648
N 1.028 1.505 -0.396 -0.8712
C -0.799 1.085 1.197 -0.0689
O 0.214 0.741 2.124 -0.7472
H -1.099 2.094 -2.080 0.2179
H -1.586 0.630 -1.234 0.1870
H -2.345 2.160 -0.791 0.2105
H -0.340 2.976 0.211 0.1809
H 1.527 2.081 -1.057 0.3744
H 1.032 0.535 -0.698 0.3826
H -1.530 1.793 1.589 0.1738
H -1.162 0.108 0.882 0.1720
H 0.958 1.329 2.080 0.4902
O 1.346 -1.599 -1.756 -0.9744
H 1.579 -1.788 -0.851 0.4862
H 0.793 -2.343 -2.038 0.4856
O 0.955 -1.720 1.099 -0.9937
H 1.044 -2.273 1.891 0.4790
H 0.923 -0.860 1.531 0.5028
O -1.260 -2.508 -0.862 -0.9495
H -1.386 -1.560 -0.966 0.4604
H -0.615 -2.478 -0.122 0.4855
```

energy above the lowest of the compared OMol25 structures with the same formula, charge and spin	14.2	kcal/mol
gap between HOMO and LUMO	10.0	eV
total charge	0

Which value of total charge does entry 5 give? -1

What did the first record say?
C3H15NO4 | the ωB97M-V functional and the def2-TZVPD basis

Structure (XYZ):
```
23
Properties=species:S:1:pos:R:3:nbo_charge:R:1
C -1.413 1.700 -1.114 -0.6191
C -0.303 1.917 -0.048 -0.0648
N 1.028 1.505 -0.396 -0.8712
C -0.799 1.085 1.197 -0.0689
O 0.214 0.741 2.124 -0.7472
H -1.099 2.094 -2.080 0.2179
H -1.586 0.630 -1.234 0.1870
H -2.345 2.160 -0.791 0.2105
H -0.340 2.976 0.211 0.1809
H 1.527 2.081 -1.057 0.3744
H 1.032 0.535 -0.698 0.3826
H -1.530 1.793 1.589 0.1738
H -1.162 0.108 0.882 0.1720
H 0.958 1.329 2.080 0.4902
O 1.346 -1.599 -1.756 -0.9744
H 1.579 -1.788 -0.851 0.4862
H 0.793 -2.343 -2.038 0.4856
O 0.955 -1.720 1.099 -0.9937
H 1.044 -2.273 1.891 0.4790
H 0.923 -0.860 1.531 0.5028
O -1.260 -2.508 -0.862 -0.9495
H -1.386 -1.560 -0.966 0.4604
H -0.615 -2.478 -0.122 0.4855
```

energy above the lowest of the compared OMol25 structures with the same formula, charge and spin	14.2	kcal/mol
gap between HOMO and LUMO	10.0	eV
total charge	0